No. 1
A 2-piece molecular cluster, C25H25F9IN2O3PS overall. Source: the Open Molecules 2025 dataset; level of theory: ωB97M-V/def2-TZVPD.

Geometry as XYZ:
```
67
Properties=species:S:1:pos:R:3:forces:R:3
C -1.44418 -3.02267 -3.27523 0.092 0.056 0.026
C -1.64360 -1.85347 -2.31612 0.325 -0.227 -0.152
N -1.50277 -0.57222 -3.00361 -0.103 0.333 -0.030
C -1.09482 0.52064 -2.22361 0.121 -0.216 -0.090
C -1.94509 1.54652 -1.77865 -0.048 0.192 -0.023
C -3.42096 1.56169 -2.10469 0.062 0.051 0.033
F -3.90846 0.31827 -2.38108 -0.019 0.153 0.056
F -3.64494 2.32210 -3.21486 -0.057 -0.093 0.057
C -4.39586 2.12407 -1.01423 -0.228 -0.095 -0.032
F -5.64736 1.78994 -1.41321 0.104 0.130 -0.048
F -4.32900 3.46634 -0.96328 0.025 -0.168 0.040
C -4.20819 1.54060 0.42283 0.169 -0.009 -0.085
F -3.39152 2.34127 1.13624 -0.090 -0.147 -0.125
F -3.65026 0.31056 0.34113 -0.077 0.207 0.095
C -5.53080 1.40067 1.22666 -0.128 -0.049 0.022
F -5.21975 1.18483 2.50992 -0.114 -0.001 -0.159
F -6.25561 0.37104 0.78661 0.158 0.250 0.123
F -6.25413 2.52056 1.14404 0.164 -0.198 0.063
C -1.43192 2.62356 -1.05458 0.020 -0.016 -0.083
C -0.10276 2.67395 -0.68530 0.199 -0.096 -0.142
C 0.72866 1.62680 -1.04994 -0.133 -0.053 -0.163
C 0.25386 0.57789 -1.84016 -0.042 -0.052 0.237
C 1.23902 -0.49545 -2.20690 0.031 0.133 0.016
O 1.30245 -1.05395 -3.27260 -0.090 -0.154 0.015
C 2.20995 -0.80787 -1.10869 -0.015 0.199 0.122
C 2.65287 -2.09970 -0.90206 0.078 -0.079 -0.147
C 3.52622 -2.40326 0.13696 -0.032 -0.027 -0.159
C 4.00718 -3.81555 0.37067 0.094 0.121 0.315
C 2.93413 -4.90218 0.37846 -0.218 0.087 -0.056
C 2.27703 -5.35002 -0.93066 -0.173 -0.151 0.350
I 3.55463 -5.40706 -2.62940 0.047 -0.016 -0.133
C 3.97450 -1.34556 0.94319 0.094 0.080 0.026
P 5.04744 -1.61653 2.36844 -0.297 -0.363 0.680
N 4.54944 -2.49200 3.56938 0.060 0.068 -0.444
C 3.56947 -0.03864 0.70408 -0.076 0.132 -0.100
C 2.66871 0.23438 -0.31019 -0.059 -0.130 -0.081
C 2.14943 1.60218 -0.58508 0.056 0.032 -0.026
O 2.81106 2.60107 -0.43402 -0.058 0.034 0.260
H -1.94769 -3.91801 -2.91326 -0.022 -0.036 0.004
H -0.38464 -3.24443 -3.39778 0.032 0.045 -0.063
H -1.83040 -2.77561 -4.26307 -0.131 -0.041 -0.008
H -0.86952 -1.88767 -1.54718 -0.083 -0.028 0.118
H -2.60674 -1.93783 -1.80349 -0.083 0.116 0.019
H -2.31411 -0.35272 -3.55870 -0.029 -0.142 0.045
H -2.06738 3.43716 -0.74698 -0.062 0.072 0.055
H 0.28035 3.49704 -0.10273 -0.057 0.056 0.037
H 2.31359 -2.85626 -1.59312 0.019 -0.081 -0.020
H 4.80994 -4.05179 -0.33048 -0.063 -0.037 -0.148
H 4.45923 -3.84742 1.36410 0.075 -0.080 -0.035
H 3.33732 -5.78289 0.87562 0.170 -0.008 -0.035
H 2.12054 -4.53970 1.01450 -0.047 -0.107 0.076
H 1.40405 -4.75349 -1.17817 0.143 0.156 -0.223
H 1.92570 -6.37175 -0.82184 0.002 -0.028 -0.013
H 5.34395 -0.29855 2.74891 0.210 0.118 -0.204
H 6.26396 -2.04645 1.80683 0.096 0.082 -0.010
H 3.61651 -2.86262 3.44430 -0.016 -0.016 0.151
H 3.92861 0.77698 1.31797 0.027 0.040 0.016
C -1.32863 3.35069 3.67301 0.020 -0.049 0.047
S -1.58930 4.90391 2.81048 -0.031 0.004 0.013
O -1.15020 4.68823 1.40492 0.001 -0.007 -0.055
C -0.26430 5.80154 3.62266 0.041 0.028 0.051
H -2.03601 2.62931 3.27075 -0.012 0.010 -0.013
H -0.30789 3.00938 3.50013 0.001 0.022 -0.023
H -1.51439 3.49359 4.73738 -0.008 -0.002 0.001
H 0.67940 5.28392 3.45209 -0.015 -0.016 -0.026
H -0.47946 5.87643 4.68842 -0.003 0.012 0.000
H -0.22656 6.79622 3.18430 -0.017 0.000 -0.017
```
Forces are in eV/Å.

Molecular weight, Da: 762.4
HOMO energy, eV: -8.8
DFT total energy, Eh: -3238.881554
Net charge: 0
Max |F|, eV/A: 0.8
ΔE to the lowest compared entry with this formula, charge and spin, eV: 0.000

Mulliken atomic charge list, values in e, 5 entries:
1 C -1.20
2 C -0.34
3 N -0.21
4 C -0.82
5 C 0.14

No. 2
A 3-piece molecular cluster, C19H38N6O6S overall at a distorted geometry. Source: the Open Molecules 2025 dataset; level of theory: ωB97M-V/def2-TZVPD.

Geometry as XYZ:
```
70
Properties=species:S:1:pos:R:3:forces:R:3
C 1.96542 -2.75488 -3.38861 -0.235 0.412 -0.705
C 1.77940 -1.12423 -3.25435 1.220 1.264 3.211
N 2.18502 -0.52894 -2.08599 -2.078 -1.844 -5.138
C 1.09667 -0.30595 -4.54355 -0.260 -2.129 -0.350
N 0.03078 0.67233 -4.10268 -1.991 2.431 0.732
C -1.22478 0.18263 -3.40180 -1.459 4.967 -0.052
N -1.68983 -1.20328 -3.00879 2.194 2.721 -0.527
C -2.11009 1.56692 -3.16649 3.657 -3.193 -1.700
C -3.59529 1.54661 -2.46974 -6.557 -0.227 0.972
O -3.82483 2.19350 -1.32426 2.394 -2.766 -5.516
O -4.69486 0.82418 -3.19218 7.105 3.696 3.339
N -1.27313 2.70002 -3.74188 1.265 -4.848 0.873
S -1.81639 4.38603 -3.70426 0.151 -0.240 -0.184
C 0.04745 2.16624 -4.33138 -2.971 -1.103 2.011
C 1.11019 3.17405 -5.06210 -0.546 0.318 1.133
C 2.68899 2.77168 -4.90183 0.138 0.945 -2.202
O 3.10359 2.37503 -3.54773 2.603 -1.073 -1.466
C 4.45546 1.78214 -3.53508 2.847 -3.270 -2.777
C 5.40857 2.08388 -2.20916 -0.805 -0.861 0.024
O 4.97756 0.98390 -4.47005 -4.051 5.242 5.210
H 1.41601 -3.33116 -2.49887 1.427 1.489 -1.902
H 1.47927 -3.11303 -4.40958 1.018 0.718 2.150
H 3.12089 -3.01741 -3.44397 -2.551 0.581 0.342
H 1.97163 0.49086 -2.14170 0.138 -0.698 -0.147
H 1.89575 0.12742 -5.28322 -1.584 -0.522 1.795
H 0.52497 -1.15713 -5.15564 1.202 1.950 1.215
H -0.97784 -1.94190 -3.19985 -0.657 1.041 0.212
H -1.89743 -1.18625 -1.98673 0.201 0.128 -0.923
H -2.20196 4.75362 -2.39804 0.698 -1.401 -0.840
H 0.79023 3.33555 -6.19635 0.995 -0.616 2.373
H 0.97709 4.24256 -4.54659 -0.043 -2.507 -0.935
H 2.93649 1.99335 -5.74492 -0.199 1.224 2.033
H 3.31349 3.75497 -5.16259 -1.459 -2.109 0.440
H 4.85797 2.70522 -1.37161 1.170 -1.176 -1.947
H 5.67306 1.01168 -1.76950 -0.668 2.313 -1.011
H 6.42564 2.55851 -2.55352 -2.268 -0.789 0.515
C -0.39395 1.57767 2.92934 -0.027 0.232 0.264
C 0.08321 1.51515 1.48078 -0.211 -0.523 0.099
C -1.01333 1.06666 0.48721 0.194 0.093 -0.083
O -1.28763 -0.33648 0.50727 -0.093 0.479 -0.227
C -2.15658 -0.75006 1.55249 0.168 -0.237 0.085
N 1.26656 0.64580 1.40660 -0.062 -0.097 -0.322
H -0.47474 0.59014 3.39125 -0.006 0.026 -0.152
H 0.31207 2.15363 3.53755 -0.046 -0.107 -0.130
H -1.36995 2.06959 3.00113 0.083 -0.074 -0.025
H 0.38561 2.53058 1.19819 -0.041 -0.096 -0.125
H -0.65438 1.28081 -0.52864 -0.028 -0.122 0.085
H -1.93580 1.64492 0.61616 -0.022 -0.105 0.028
H -2.91683 0.00365 1.78041 0.076 0.026 -0.062
H -1.57692 -0.99102 2.44496 -0.217 0.070 0.076
H -2.66133 -1.66463 1.23261 0.029 0.086 -0.080
H 1.64215 0.68597 0.45788 0.015 -0.027 0.215
H 0.93928 -0.32134 1.49486 0.117 0.316 0.048
C -1.53960 -3.46195 7.36500 -0.054 -0.209 0.257
C -2.17350 -2.22133 6.74130 0.380 -0.107 -0.260
C -2.56109 -2.40522 5.25581 -0.039 0.416 0.031
O -1.45687 -2.35519 4.34882 -0.407 -0.399 0.303
C -0.72903 -3.57071 4.24216 0.176 0.300 -0.114
N -1.26539 -1.07969 6.92447 -0.122 0.103 -0.408
H -0.49874 -3.60306 7.06204 -0.131 0.085 -0.046
H -1.54205 -3.38159 8.45754 0.011 0.059 -0.191
H -2.09867 -4.36543 7.09878 0.068 0.083 0.008
H -3.09627 -2.01803 7.29770 0.030 0.061 -0.162
H -3.21190 -1.56701 4.97204 0.202 -0.073 -0.021
H -3.14931 -3.31754 5.10211 0.132 -0.117 0.024
H -1.37507 -4.44901 4.33826 0.006 0.066 0.084
H 0.06494 -3.59595 4.99019 -0.012 -0.240 0.043
H -0.25388 -3.59686 3.25876 -0.112 0.084 0.016
H -1.73431 -0.23377 6.59694 0.081 -0.115 0.188
H -0.49182 -1.19734 6.26264 -0.180 -0.003 0.291
```
Forces are in eV/Å.

Molecular weight, Da: 478.6
HOMO energy, eV: -7.7
DFT total energy, Eh: -1924.435833
Net charge: 0
Max |F|, eV/A: 8.7
ΔE to the lowest compared entry with this formula, charge and spin, eV: 11.715

Mulliken atomic charge list, values in e, 5 entries:
1 C -0.98
2 C 0.67
3 N -0.63
4 C -0.78
5 N 0.31

No. 3
A single C21H28N4O2 molecule at a distorted geometry. Source: the Open Molecules 2025 dataset; level of theory: ωB97M-V/def2-TZVPD.

Geometry as XYZ:
```
55
Properties=species:S:1:pos:R:3:forces:R:3
C 2.00201 1.49973 -1.49243 0.269 0.051 0.101
C 3.30728 1.14897 -0.78313 -0.331 0.009 -0.167
N 3.27849 -0.21575 -0.28435 0.029 -0.022 0.178
C 3.72799 -1.21417 -1.23126 0.190 -0.120 -0.083
C 5.24335 -1.28373 -1.46320 -0.345 0.093 0.060
C 3.77701 -0.38086 1.06282 -0.286 0.202 0.121
C 2.69218 -0.01559 2.08842 0.423 -0.018 -0.037
N 1.56559 -0.90665 1.99475 0.154 -0.351 0.052
C 0.36952 -0.54484 1.48444 -0.480 -0.121 -0.029
N 0.11550 0.74373 1.31183 0.103 0.120 0.072
C -1.08144 1.14108 0.87768 -0.362 -0.837 -0.054
C -1.17475 2.57594 0.70202 1.083 0.702 0.321
C -0.20416 3.52285 0.93941 -0.505 -0.650 -0.102
C -0.77105 4.76716 0.60318 -0.565 0.029 -0.209
C -2.04020 4.49724 0.18500 0.494 0.648 0.100
O -2.29255 3.18257 0.24000 -0.292 -0.329 -0.073
C -2.12895 0.24399 0.61251 0.083 -0.026 0.063
C -1.87538 -1.11613 0.76710 0.336 0.056 0.142
C -0.61198 -1.53140 1.19350 -0.253 1.202 -0.161
C -0.28818 -2.88873 1.32699 0.127 -0.650 0.051
N 0.02389 -3.99067 1.43596 0.090 -0.234 0.049
C -2.94814 -2.12352 0.48825 -0.299 0.202 -0.119
C -4.00726 -1.54875 -0.46513 -0.011 -0.554 -0.153
C -3.43081 -1.41107 -1.87971 -0.137 0.139 0.321
C -5.24413 -2.44649 -0.49022 0.308 0.340 0.073
O -4.45509 -0.30330 0.05684 0.006 -0.219 0.090
C -3.47675 0.70497 0.13149 -0.149 0.484 -0.163
H 1.17072 1.37092 -0.80613 -0.067 0.000 0.022
H 2.02459 2.53308 -1.82991 -0.048 0.140 -0.126
H 1.84528 0.85676 -2.35459 -0.040 -0.063 -0.131
H 3.43702 1.82768 0.06233 0.077 0.006 -0.002
H 4.15263 1.31180 -1.46815 0.037 0.040 0.126
H 3.37591 -2.18904 -0.87795 -0.031 0.022 -0.115
H 3.22919 -1.00970 -2.18111 -0.044 -0.106 -0.006
H 5.46500 -2.04398 -2.20744 0.092 -0.083 -0.076
H 5.62577 -0.33127 -1.82283 0.101 0.070 -0.045
H 5.76515 -1.53846 -0.54371 0.098 -0.039 0.074
H 4.04288 -1.43135 1.20872 0.083 0.005 0.019
H 4.67479 0.22570 1.26642 0.011 -0.109 0.016
H 3.11445 -0.07223 3.09794 -0.028 0.135 -0.062
H 2.31084 0.98896 1.90955 0.157 -0.008 0.106
H 1.76902 -1.89582 2.00775 -0.076 0.066 0.015
H 0.78039 3.32921 1.30833 0.196 -0.114 0.085
H -0.30442 5.72892 0.66244 0.028 0.225 -0.014
H -2.83108 5.13203 -0.16339 -0.163 -0.013 -0.056
H -3.43370 -2.38180 1.43503 0.010 -0.051 -0.035
H -2.51344 -3.03748 0.07848 -0.026 -0.002 0.014
H -3.28035 -2.39785 -2.30949 0.043 -0.093 -0.055
H -4.12527 -0.85776 -2.50799 -0.063 0.037 -0.075
H -2.47487 -0.89180 -1.86887 0.105 0.053 -0.072
H -5.96469 -2.06099 -1.20601 -0.086 0.017 -0.101
H -5.70923 -2.45539 0.49169 -0.041 -0.036 0.116
H -4.96998 -3.46058 -0.76686 0.015 -0.127 -0.043
H -3.35867 1.19682 -0.84869 -0.099 -0.064 0.162
H -3.88992 1.44703 0.82171 0.079 -0.055 -0.186
```
Forces are in eV/Å.

Molecular weight, Da: 368.5
HOMO energy, eV: -7.9
DFT total energy, Eh: -1186.509393
Net charge: 0
Max |F|, eV/A: 1.3
ΔE to the lowest compared entry with this formula, charge and spin, eV: 1.907

Mulliken atomic charge list, values in e, 5 entries:
1 C -0.84
2 C -0.87
3 N 0.65
4 C -0.72
5 C -1.09

No. 4
C26H24ClHgO2P2 as an isolated structure at a distorted geometry. Source: the Open Molecules 2025 dataset; level of theory: ωB97M-V/def2-TZVPD.

Geometry as XYZ:
```
56
Properties=species:S:1:pos:R:3:forces:R:3
Hg -2.70241 -2.61562 1.22388 0.542 0.633 -1.013
O -1.78007 -0.10266 2.17320 0.641 0.937 -0.400
P -0.93880 0.83620 1.35326 -0.325 -1.494 1.430
C 0.65575 0.10093 0.84402 0.097 1.015 -1.055
P 0.67601 -1.48131 0.01128 -0.916 -1.602 1.601
O -0.17862 -2.51404 0.69135 0.229 0.587 -0.801
C 0.41502 -1.21708 -1.71909 1.029 1.192 -0.819
C 1.30421 -0.35744 -2.41281 -0.237 0.091 0.208
C 1.15337 -0.13263 -3.77472 0.271 -0.673 0.235
C 0.21290 -0.90347 -4.47452 -0.963 0.565 0.136
C -0.73457 -1.68238 -3.78858 1.274 -0.030 -0.335
C -0.57392 -1.86039 -2.40591 -1.659 -0.744 -0.234
C 2.35216 -2.06576 0.03293 0.300 -0.532 0.391
C 3.47350 -1.31789 0.29380 1.635 1.393 0.688
C 4.77273 -1.84618 0.10826 -1.310 -0.045 0.140
C 4.89759 -3.19572 -0.24758 0.683 0.961 0.111
C 3.78762 -3.96554 -0.47093 -1.294 0.328 0.403
C 2.51157 -3.41233 -0.26716 0.441 -1.136 -0.897
C -0.42155 2.33877 2.20513 1.494 0.056 -0.072
C -1.30184 2.87567 3.13313 -1.291 0.028 -0.554
C -1.00367 4.07111 3.75431 1.605 0.164 0.004
C 0.22238 4.67954 3.45147 0.002 0.757 -0.096
C 1.15902 4.16158 2.54786 -1.180 -0.611 0.612
C 0.85002 2.95054 1.96160 -1.588 -0.068 0.490
C -1.79408 1.41810 -0.06357 -1.991 0.224 -1.054
C -1.21612 2.30629 -0.94805 0.174 0.352 -0.967
C -1.91820 2.78880 -2.05424 0.244 -0.167 0.601
C -3.23908 2.40408 -2.25471 0.268 0.392 -1.014
C -3.86970 1.55264 -1.38015 0.184 -0.673 1.205
C -3.16915 1.07848 -0.26165 1.106 0.098 -0.031
H 1.25670 0.01170 1.73177 0.227 -0.096 0.557
H 1.17204 0.80683 0.16325 -0.189 -0.175 0.336
H 2.13523 0.11854 -1.87675 -0.395 -0.071 -0.187
H 1.82026 0.57230 -4.27882 -0.232 -0.391 0.044
H 0.13250 -0.80173 -5.55920 0.028 -0.020 0.322
H -1.48922 -2.21032 -4.37601 0.159 0.120 0.444
H -1.26060 -2.50623 -1.82997 0.311 0.366 -0.420
H 3.40359 -0.29964 0.78642 -0.023 -1.078 -1.094
H 5.59189 -1.14965 0.22816 0.271 -0.412 0.216
H 5.85032 -3.69372 -0.30621 0.402 0.267 -0.223
H 3.91683 -4.98700 -0.79786 -0.197 -0.128 0.205
H 1.65473 -4.07996 -0.37793 0.045 0.436 -0.060
H -2.32022 2.45327 3.24487 0.901 -0.074 0.130
H -1.61934 4.49675 4.53067 -0.279 0.093 -0.161
H 0.43680 5.65541 3.86779 0.001 -0.033 0.294
H 2.09790 4.63795 2.32755 0.088 0.263 0.099
H 1.56996 2.52544 1.30724 0.329 -0.475 -0.534
H -0.18684 2.63812 -0.85298 0.013 -0.094 0.226
H -1.38146 3.45956 -2.71451 -0.312 -0.023 -0.165
H -3.76338 2.73486 -3.15185 0.091 0.046 0.256
H -4.89274 1.22082 -1.54325 0.185 0.164 0.025
H -3.61177 0.41769 0.47353 -0.138 -0.054 -0.157
Cl -2.62937 -5.35408 3.45788 0.157 0.442 -0.063
C -3.45307 -3.93813 2.70741 -0.702 -1.370 -0.310
H -3.75638 -3.22972 3.45702 -0.398 -0.170 0.519
H -4.27644 -4.39136 2.11994 0.187 0.470 0.786
```
Forces are in eV/Å.

Molecular weight, Da: 666.5
HOMO energy (spin up / spin down), eV: -5.6 / -8.1
DFT total energy, Eh: -2451.956637
Net charge: 0
Max |F|, eV/A: 2.4
ΔE to the lowest compared entry with this formula, charge and spin, eV: 0.000
Multiplicity: 2

Mulliken atomic charge list, values in e, 5 entries:
1 Hg 0.55
2 O -0.85
3 P 0.83
4 C -0.86
5 P 0.90